1.
The following is a quantum chemistry calculation of a structure of composition C38H35N5PV at a distorted geometry, from the Open Molecules 2025 dataset.

Geometry (Å):
V: 0.010 0.443 -1.074
C: 4.062 -1.233 -0.357
C: 3.065 -0.316 -0.753
N: 1.795 -0.640 -0.891
C: 1.457 -1.985 -0.724
C: 2.378 -2.944 -0.290
C: 3.713 -2.519 -0.099
C: 1.947 -4.283 -0.102
C: 0.659 -4.613 -0.380
C: -0.264 -3.654 -0.905
C: 0.116 -2.362 -1.104
N: -0.594 -1.311 -1.726
C: -0.918 -1.339 -3.085
C: -1.429 -2.374 -3.824
C: -1.696 -2.215 -5.213
C: -1.446 -1.050 -5.879
C: -0.857 0.028 -5.170
C: -0.451 1.243 -5.779
C: 0.212 2.187 -5.059
C: 0.468 1.953 -3.697
N: 0.073 0.857 -3.066
C: -0.594 -0.121 -3.798
H: 5.087 -0.890 -0.247
H: 3.319 0.719 -0.927
H: 4.461 -3.236 0.239
H: 2.657 -5.032 0.250
H: 0.328 -5.636 -0.227
H: -1.276 -3.958 -1.159
H: -1.639 -3.324 -3.344
H: -2.117 -3.054 -5.760
H: -1.664 -0.948 -6.943
H: -0.654 1.403 -6.839
H: 0.551 3.113 -5.516
H: 0.986 2.684 -3.104
N: -0.307 2.952 -0.380
C: -1.646 3.466 -0.800
C: -2.297 2.526 -1.773
N: -2.139 1.141 -1.274
H: -0.396 2.652 0.578
H: 0.374 3.697 -0.343
H: -1.550 4.431 -1.285
H: -2.266 3.610 0.079
H: -1.768 2.574 -2.716
H: -3.321 2.813 -1.958
H: -2.512 0.478 -1.944
H: -2.679 0.996 -0.434
C: -0.338 -3.890 3.576
C: -1.495 -3.143 3.381
C: -1.427 -1.881 2.796
C: -0.203 -1.344 2.394
C: 0.947 -2.112 2.582
C: 0.884 -3.370 3.175
P: -0.081 0.278 1.517
C: -1.390 1.336 2.280
C: -2.719 1.157 1.865
C: -3.751 1.943 2.366
C: -3.467 2.948 3.284
C: -2.156 3.147 3.699
C: -1.125 2.348 3.201
C: 1.457 0.997 2.241
C: 1.877 0.687 3.534
C: 3.003 1.289 4.084
C: 3.727 2.228 3.356
C: 3.318 2.560 2.071
C: 2.198 1.940 1.522
H: -0.389 -4.868 4.043
H: -2.458 -3.539 3.689
H: -2.340 -1.320 2.683
H: 1.910 -1.724 2.277
H: 1.798 -3.942 3.320
H: -2.965 0.361 1.170
H: -4.773 1.773 2.038
H: -4.266 3.571 3.677
H: -1.927 3.927 4.419
H: -0.112 2.525 3.540
H: 1.310 -0.020 4.130
H: 3.313 1.026 5.089
H: 4.608 2.700 3.790
H: 3.873 3.297 1.495
H: 1.921 2.187 0.516

Calculated values
Energy relative to the best compared isomer or geometry (same formula, charge and spin) in kcal/mol: 23.5
F_max in eV/A: 2.353
Net charge: +1
Orbital gap (spin up / spin down) in Eh: 0.239 / 0.266
Multiplicity: 4
HOMO energy (spin up / spin down) in eV: -8.85 / -9.69



2.
The following is a quantum chemistry calculation of a structure of composition C12H16BBrCl2F4O2PdSe2 at a distorted geometry, from the Open Molecules 2025 dataset.

Geometry (Å):
Pd: 0.022 0.737 -0.886
Cl: -2.105 2.776 -0.830
C: -2.434 2.279 -2.511
Cl: -0.911 1.883 -3.327
H: -2.897 3.111 -3.027
H: -3.048 1.386 -2.495
O: -1.897 -0.708 3.138
C: -1.683 -1.318 1.860
C: -0.344 -2.059 1.903
C: -0.492 -3.391 2.681
O: -1.277 -3.336 3.850
C: 0.086 -2.443 0.478
Se: 1.392 -1.211 -0.315
C: 0.725 -1.200 2.568
Se: 1.118 0.401 1.504
H: -2.758 -0.280 3.132
H: -1.666 -0.550 1.088
H: -2.477 -2.031 1.623
H: 0.517 -3.754 2.921
H: -0.957 -4.131 2.022
H: -1.424 -2.414 4.100
H: -0.764 -2.549 -0.191
H: 0.642 -3.382 0.490
H: 1.663 -1.750 2.643
H: 0.412 -0.850 3.550
Br: 5.110 4.718 -2.060
C: 3.696 3.522 -1.678
C: 3.702 2.260 -2.247
C: 2.663 1.377 -1.966
C: 1.638 1.780 -1.127
C: 1.640 3.042 -0.554
C: 2.675 3.927 -0.832
H: 4.505 1.963 -2.907
H: 2.663 0.398 -2.426
H: 0.842 3.352 0.110
H: 2.686 4.915 -0.394
F: -1.109 -1.633 -2.718
B: -2.272 -1.343 -2.028
F: -1.904 -0.312 -1.006
F: -2.739 -2.433 -1.315
F: -3.238 -0.753 -2.822

Calculated values
Energy relative to the best compared isomer or geometry (same formula, charge and spin) in kcal/mol: 6.9
F_max in eV/A: 1.038
Orbital gap in Eh: 0.267
Multiplicity: 1
HOMO energy in eV: -8.44



3.
The following is a quantum chemistry calculation of a cluster of 2 separate species, C3H4N2OS in total at a distorted geometry, from the Open Molecules 2025 dataset.

Geometry (Å):
C: 1.708 -1.941 -0.124
N: 2.600 -1.189 0.050
S: 3.773 -0.234 -0.005
H: 0.850 -2.526 0.241
C: -1.453 1.441 0.642
N: -0.802 0.803 -0.418
C: -0.801 -0.113 -1.164
O: -0.710 -0.979 -1.982
H: -0.826 2.213 1.185
H: -2.430 1.855 0.226
H: -1.911 0.671 1.349

Calculated values
Structure (SMILES): C#[N+][S-].CN=C=O
Energy relative to the best compared isomer or geometry (same formula, charge and spin) in kcal/mol: 71.1
F_max in eV/A: 4.994
Orbital gap in Eh: 0.329
Multiplicity: 1
HOMO energy in eV: -8.61



4.
The following is a quantum chemistry calculation of the molecule C5H14N2 at a distorted geometry, from the Open Molecules 2025 dataset.

Geometry (Å):
C: 1.951 2.253 1.365
C: 1.582 0.771 1.223
C: 0.823 0.553 -0.097
N: -0.202 -0.587 0.205
C: -0.490 -1.161 -1.124
C: -1.907 -1.818 -1.113
N: -2.852 -0.746 -0.860
H: 1.107 2.955 1.370
H: 2.568 2.510 0.492
H: 2.507 2.455 2.305
H: 2.525 0.208 1.326
H: 0.972 0.364 2.027
H: 0.191 1.381 -0.380
H: 1.436 0.298 -0.952
H: 0.462 -1.246 0.607
H: 0.207 -1.885 -1.555
H: -0.672 -0.384 -1.876
H: -1.888 -2.523 -0.254
H: -2.208 -2.376 -2.011
H: -2.501 0.079 -0.404
H: -3.611 -1.101 -0.293

Calculated values
Structure (SMILES): CCCNCCN
Energy relative to the best compared isomer or geometry (same formula, charge and spin) in kcal/mol: 31.1
F_max in eV/A: 3.352
Orbital gap in Eh: 0.364
Multiplicity: 1
HOMO energy in eV: -8.78



5.
The following is a quantum chemistry calculation of the molecule C5H12SSi at a distorted geometry, from the Open Molecules 2025 dataset.

Geometry (Å):
C: 2.868 1.124 0.514
C: 2.058 0.126 0.155
C: 2.421 -0.812 -0.921
C: 0.665 -0.109 0.661
S: -0.526 0.553 -0.521
Si: -2.279 -0.147 0.651
C: -3.632 0.242 -0.565
H: 3.739 1.381 -0.038
H: 2.786 1.637 1.375
H: 2.321 -1.866 -0.663
H: 3.427 -0.504 -1.457
H: 1.537 -0.631 -1.539
H: 0.348 -1.099 0.811
H: 0.537 0.336 1.705
H: -2.176 -1.708 0.639
H: -2.126 0.539 2.057
H: -3.379 0.055 -1.639
H: -4.587 -0.295 -0.673
H: -4.002 1.177 -0.552

Calculated values
Structure (SMILES): C=C(C)CS[SiH2]C
Energy relative to the best compared isomer or geometry (same formula, charge and spin) in kcal/mol: 42.9
F_max in eV/A: 3.800
Orbital gap in Eh: 0.349
Multiplicity: 1
HOMO energy in eV: -8.69



6.
The following is a quantum chemistry calculation of a structure of composition C6H7NO at a distorted geometry, from the Open Molecules 2025 dataset.

Geometry (Å):
C: 1.776 0.446 -0.044
C: 1.157 -0.763 -0.571
C: -0.228 -0.361 -0.625
C: -0.736 0.812 -0.353
C: -2.181 0.708 0.181
C: -2.390 -0.650 0.278
H: 2.801 0.678 -0.572
H: 0.888 1.470 -0.156
H: 2.537 -0.914 1.134
H: 1.783 -1.502 -1.099
H: -0.040 1.708 -0.291
H: -2.736 1.543 0.560
H: -3.074 -1.384 0.788
N: 1.647 -0.455 0.983
O: -1.204 -1.337 -0.214

Calculated values
Energy relative to the best compared isomer or geometry (same formula, charge and spin) in kcal/mol: 137.1
F_max in eV/A: 7.618
Orbital gap in Eh: 0.363
Multiplicity: 1
HOMO energy in eV: -8.75



7.
The following is a quantum chemistry calculation of a cluster of 2 separate species, C4H10O3 in total at a distorted geometry, from the Open Molecules 2025 dataset.

Geometry (Å):
O: 0.662 -2.320 2.321
C: -0.115 -1.419 2.195
C: -0.473 -0.752 0.902
C: 0.640 -0.632 -0.127
C: 0.236 0.208 -1.305
O: 1.133 0.060 -2.407
H: -0.636 -0.973 3.057
H: -0.849 0.239 1.176
H: -1.303 -1.330 0.482
H: 1.546 -0.320 0.400
H: 0.913 -1.629 -0.439
H: -0.718 -0.241 -1.618
H: 0.109 1.285 -1.159
H: 1.987 0.399 -2.118
O: -1.607 3.600 -0.903
H: -1.879 4.520 -1.000
H: -1.737 3.240 -1.795

Calculated values
Structure (SMILES): O=CCCCO.O
Energy relative to the best compared isomer or geometry (same formula, charge and spin) in kcal/mol: 33.5
F_max in eV/A: 1.389
Orbital gap in Eh: 0.385
Multiplicity: 1
HOMO energy in eV: -9.84



8.
The following is a quantum chemistry calculation of the molecule C5H6F2 at a distorted geometry, from the Open Molecules 2025 dataset.

Geometry (Å):
C: 0.436 0.435 0.433
C: -0.514 0.771 -2.422
C: 0.291 -0.927 1.103
C: -0.753 0.127 1.202
C: 0.375 0.221 -1.187
F: -1.693 1.116 -2.105
F: 1.689 0.234 -1.651
H: 0.158 -1.824 0.509
H: 1.159 -1.037 1.765
H: -0.891 0.773 2.056
H: -1.524 -0.200 0.638
H: 1.214 1.095 0.909
H: 0.055 -0.787 -1.249

Calculated values
Energy relative to the best compared isomer or geometry (same formula, charge and spin) in kcal/mol: 98.5
F_max in eV/A: 3.497
Orbital gap in Eh: 0.332
Multiplicity: 1
HOMO energy in eV: -9.04



9.
The following is a quantum chemistry calculation of a structure of composition C28H47NO2P2Pd at a distorted geometry, from the Open Molecules 2025 dataset.

Geometry (Å):
Pd: 0.077 2.280 1.772
C: 1.034 -0.201 4.572
C: 2.061 0.330 3.740
C: 0.276 1.822 3.707
C: -0.029 0.694 4.615
C: 1.613 1.579 3.219
C: 1.145 -1.434 5.396
H: 1.829 -2.158 4.938
H: 0.168 -1.924 5.502
H: 1.523 -1.224 6.412
C: -1.155 0.612 5.565
H: -1.497 -0.430 5.668
H: -2.006 1.230 5.249
H: -0.836 0.960 6.566
C: -0.323 3.154 3.934
H: 0.280 3.666 4.709
H: -1.371 3.052 4.230
H: -0.336 3.767 3.003
C: 2.455 2.561 2.517
H: 2.812 3.330 3.214
H: 1.896 3.059 1.688
H: 3.293 2.040 2.050
C: 3.449 -0.169 3.674
H: 4.132 0.399 4.331
H: 3.838 -0.099 2.653
H: 3.507 -1.218 3.982
C: -0.264 -2.554 1.268
C: 0.817 -2.662 2.055
C: 2.263 -2.770 1.682
C: 2.718 -2.209 0.314
C: 2.361 -0.772 0.192
C: 1.221 -0.277 -0.273
C: 0.009 -0.974 -0.786
C: -0.314 -2.391 -0.225
H: 2.459 -3.858 1.716
H: 2.291 -2.833 -0.476
H: 2.928 -2.338 2.447
H: 0.322 -3.146 -0.726
H: -1.255 -2.586 1.756
H: 0.640 -2.995 3.084
H: -1.370 -2.588 -0.497
H: -0.872 -0.326 -0.633
H: 1.047 0.811 -0.221
H: 0.046 -1.060 -1.891
H: 3.815 -2.302 0.247
H: 3.110 -0.076 0.605
P: -0.598 -0.829 -4.268
P: -0.281 1.904 -5.682
C: -0.635 -0.858 -6.149
C: -1.036 0.513 -6.684
H: -1.367 -1.619 -6.467
H: 0.362 -1.160 -6.513
H: -0.733 0.616 -7.738
H: -2.128 0.645 -6.613
C: -1.136 3.216 -6.684
H: -0.761 4.201 -6.374
H: -2.208 3.151 -6.453
H: -0.969 3.056 -7.763
C: 1.341 1.936 -6.579
H: 1.187 1.900 -7.665
H: 1.952 1.085 -6.257
H: 1.866 2.856 -6.302
C: -2.119 -1.857 -4.049
H: -2.250 -2.101 -2.987
H: -2.061 -2.776 -4.647
H: -2.985 -1.269 -4.377
C: 0.717 -2.113 -4.148
H: 1.648 -1.659 -4.507
H: 0.474 -2.979 -4.775
H: 0.871 -2.431 -3.112
O: -1.922 2.439 0.607
C: -2.559 1.539 1.217
C: -4.070 1.465 1.316
C: -4.287 0.317 2.260
C: -2.896 -0.195 2.586
O: -2.663 -1.151 3.335
N: -1.964 0.565 1.921
H: -4.456 2.412 1.704
H: -4.487 1.245 0.330
H: -4.780 0.641 3.179
H: -4.875 -0.476 1.794

Calculated values
Energy relative to the best compared isomer or geometry (same formula, charge and spin) in kcal/mol: 14.9
F_max in eV/A: 5.235
Net charge: +2
Orbital gap (spin up / spin down) in Eh: 0.310 / 0.167
Multiplicity: 5
HOMO energy (spin up / spin down) in eV: -13.14 / -13.26



10.
The following is a quantum chemistry calculation of a structure of composition C14H30KO6S2 at a distorted geometry, from the Open Molecules 2025 dataset.

Geometry (Å):
K: 0.465 -0.560 -1.042
C: 2.479 -1.798 -3.263
C: 3.141 -1.266 -1.950
C: 4.563 -0.977 -2.218
O: 2.521 -0.220 -1.207
H: 2.343 -1.181 -4.151
H: 1.532 -2.305 -3.077
H: 3.083 -2.499 -3.840
H: 3.217 -2.090 -1.241
H: 5.050 -1.951 -2.257
H: 4.925 -0.399 -1.368
H: 4.717 -0.393 -3.125
C: 1.859 0.851 2.346
C: 0.975 1.108 1.052
C: 0.475 2.527 0.847
O: 1.671 0.875 -0.135
H: 2.342 -0.126 2.355
H: 1.147 0.688 3.155
H: 2.609 1.608 2.574
H: 0.148 0.419 1.222
H: 1.242 3.238 0.540
H: -0.023 2.795 1.778
H: -0.256 2.656 0.049
C: -3.400 2.747 -1.746
C: -2.543 2.970 -0.496
C: -2.167 1.540 0.060
S: -2.383 0.324 -1.382
O: -3.630 -0.443 -1.106
O: -1.152 -0.472 -1.766
C: -2.751 1.674 -2.620
H: -3.524 3.689 -2.279
H: -4.420 2.492 -1.459
H: -3.167 3.413 0.281
H: -1.577 3.471 -0.545
H: -2.694 1.208 0.955
H: -1.098 1.571 0.266
H: -3.286 1.191 -3.439
H: -1.720 1.957 -2.831
C: 0.289 -2.704 1.776
C: 0.141 -1.804 3.084
C: -1.066 -0.836 2.901
S: -1.823 -1.183 1.266
O: -1.081 -0.438 0.274
O: -3.288 -1.252 1.331
C: -1.131 -2.873 1.251
H: 0.793 -3.647 1.985
H: 0.960 -2.166 1.106
H: 1.103 -1.296 3.153
H: -0.071 -2.345 4.006
H: -0.886 0.230 3.045
H: -1.823 -1.065 3.651
H: -1.117 -3.441 0.321
H: -1.714 -3.513 1.912

Calculated values
F_max in eV/A: 17.104
Net charge: -1
Orbital gap in Eh: 0.118
Multiplicity: 1
HOMO energy in eV: -1.05



11.
The following is a quantum chemistry calculation of the molecule C20H25N5O3 at a distorted geometry, from the Open Molecules 2025 dataset.

Geometry (Å):
C: -2.727 -3.986 1.459
C: -2.623 -2.532 1.022
C: -2.539 -2.420 -0.501
N: -2.302 -1.047 -0.902
C: -3.358 -0.181 -1.046
O: -4.516 -0.528 -0.983
N: -3.022 1.144 -1.288
C: -1.771 1.752 -1.347
O: -1.661 2.957 -1.492
C: -0.742 0.773 -1.199
C: -1.031 -0.566 -0.966
N: 0.105 -1.271 -0.821
C: 1.088 -0.390 -0.948
C: 2.483 -0.782 -0.808
C: 2.796 -1.750 0.146
C: 4.105 -2.152 0.329
C: 5.116 -1.604 -0.445
C: 4.808 -0.664 -1.414
C: 3.501 -0.253 -1.599
N: 0.632 0.865 -1.198
C: 1.322 2.124 -1.067
C: 1.895 2.246 0.362
N: 0.959 1.677 1.301
C: -0.141 2.531 1.691
C: -1.267 1.622 2.227
O: -0.786 0.333 2.531
C: 0.404 0.393 3.276
C: 1.546 1.031 2.453
H: -1.853 -4.545 1.134
H: -3.612 -4.451 1.031
H: -2.794 -4.051 2.542
H: -1.736 -2.068 1.458
H: -3.498 -1.977 1.367
H: -3.476 -2.745 -0.959
H: -1.705 -3.013 -0.880
H: -3.819 1.763 -1.390
H: 1.995 -2.170 0.734
H: 4.340 -2.896 1.076
H: 6.140 -1.916 -0.301
H: 5.591 -0.251 -2.034
H: 3.270 0.455 -2.381
H: 2.126 2.215 -1.799
H: 0.585 2.905 -1.260
H: 2.823 1.672 0.423
H: 2.129 3.302 0.570
H: 0.170 3.256 2.466
H: -0.497 3.091 0.827
H: -2.045 1.471 1.477
H: -1.723 2.073 3.122
H: 0.643 -0.636 3.544
H: 0.234 0.967 4.200
H: 2.113 1.738 3.087
H: 2.233 0.260 2.095

Calculated values
Structure (SMILES): CCCn1c(=O)[nH]c(=O)c2c1nc(-c1ccccc1)n2CCN1CCOCC1
Energy relative to the best compared isomer or geometry (same formula, charge and spin) in kcal/mol: 27.1
F_max in eV/A: 1.495
Orbital gap in Eh: 0.308
Multiplicity: 1
HOMO energy in eV: -8.08



12.
The following is a quantum chemistry calculation of a cluster of 12 separate species, H24O12 in total at a distorted geometry, from the Open Molecules 2025 dataset.

Geometry (Å):
O: -0.225 -0.590 -3.684
H: 0.579 -0.465 -3.178
H: -0.619 -1.459 -3.537
O: 2.219 3.158 0.933
H: 1.855 2.583 0.274
H: 2.366 2.611 1.707
O: -0.152 2.650 -0.669
H: 0.510 3.301 -0.979
H: -0.965 3.080 -0.993
O: -0.629 -4.602 -1.817
H: -1.031 -4.967 -1.004
H: 0.140 -4.157 -1.421
O: 1.868 1.427 4.478
H: 1.219 0.715 4.567
H: 2.086 1.808 3.651
O: 2.469 -3.162 -2.767
H: 2.611 -2.329 -2.362
H: 1.508 -3.155 -2.900
O: -3.347 -2.504 -0.439
H: -4.259 -2.676 -0.730
H: -3.081 -1.650 -0.737
O: -1.077 4.530 0.919
H: -0.259 5.054 0.873
H: -0.689 3.649 0.818
O: -0.273 -1.936 2.918
H: 0.268 -1.707 3.655
H: -1.170 -1.634 2.926
O: 1.806 -0.189 -1.484
H: 1.871 -0.763 -0.718
H: 1.019 0.323 -1.642
O: -4.308 1.493 -1.011
H: -4.138 2.269 -0.501
H: -4.662 0.832 -0.418
O: 2.012 -0.268 1.449
H: 2.811 -0.205 1.988
H: 1.667 -1.067 1.834

Calculated values
Energy relative to the best compared isomer or geometry (same formula, charge and spin) in kcal/mol: 92.7
F_max in eV/A: 2.495
Net charge: +1
Orbital gap (spin up / spin down) in Eh: 0.410 / 0.077
Multiplicity: 2
HOMO energy (spin up / spin down) in eV: -14.47 / -13.74